No. 1
# C29H35Br2N5RuSi2

C29H35Br2N5RuSi2 as an isolated structure in a non-equilibrium geometry (ωB97M-V with the def2-TZVPD basis set, OMol25).

The LUMO energy (spin up / spin down) comes out at -7.07 / -8.00 eV. The value obtained for the energy above the lowest of the compared OMol25 structures with the same formula, charge and spin is 24.4 kcal per mole. The maximum force comes out at 7.5 eV/Å. The HOMO-LUMO gap (spin up / spin down) comes out at 0.2129 / 0.2071 Ha.

The geometry in ORCA input format:
```
! wB97M-V def2-TZVPD RIJCOSX def2/J DEFGRID3
* xyz 2 5
Ru -0.36 0.15 -0.04
C 3.33 2.21 -1.91
Si 2.29 0.68 -2.20
C 0.88 0.97 -3.28
C 3.17 -0.77 -2.93
N 1.67 0.32 -0.53
C 2.49 0.02 0.54
C 3.91 -0.28 0.42
C 4.59 -0.42 1.57
C 4.03 -0.10 2.85
C 2.72 0.07 2.99
C 1.86 -0.05 1.80
N 0.51 0.28 1.85
Si -0.50 0.50 3.42
C -0.18 2.11 4.40
C -0.03 -0.93 4.62
C -2.24 0.46 2.94
H 3.50 2.76 -2.85
H 4.31 1.82 -1.53
H 2.78 2.97 -1.28
H 1.41 1.36 -4.17
H 0.20 1.83 -2.94
H 0.46 0.01 -3.65
H 4.22 -0.73 -2.77
H 3.23 -0.53 -4.04
H 2.77 -1.77 -2.80
H 4.33 -0.28 -0.53
H 5.68 -0.57 1.43
H 4.64 -0.02 3.74
H 2.34 0.24 3.94
H -0.89 2.89 4.04
H 0.78 2.58 4.34
H -0.42 1.87 5.47
H -0.62 -0.75 5.54
H 1.04 -0.98 4.89
H -0.29 -1.99 4.27
H -2.49 1.23 2.25
H -2.77 0.66 3.89
H -2.61 -0.49 2.56
Br -4.46 -4.58 -3.37
C -3.96 -2.93 -2.79
C -3.53 -1.95 -3.69
C -2.96 -0.77 -3.07
C -2.79 -0.73 -1.68
C -3.31 -1.78 -0.82
C -3.88 -2.89 -1.35
N -2.15 0.39 -1.15
C -2.37 1.62 -1.60
C -1.65 2.67 -0.96
C -1.77 4.05 -1.31
C -1.08 4.95 -0.69
C -0.13 4.58 0.30
C 0.08 3.15 0.44
N -0.65 2.24 -0.12
H -3.66 -2.14 -4.73
H -2.52 -0.04 -3.74
H -3.33 -1.65 0.29
H -4.39 -3.67 -0.77
H -3.20 1.59 -2.30
H -2.36 4.43 -2.31
H -1.26 6.09 -0.82
H 0.51 5.33 0.75
H 0.97 2.73 0.90
Br 0.26 -4.73 -2.80
C -0.19 -3.93 -1.23
C -0.75 -4.55 -0.15
C -0.99 -3.88 1.06
C -0.78 -2.51 1.09
N -0.30 -1.91 -0.04
C -0.01 -2.56 -1.18
H -0.96 -5.54 -0.21
H -1.39 -4.47 1.87
H -1.00 -1.93 1.97
H 0.22 -2.02 -2.10
*
```

How is the electron density shared among the atoms? According to Löwdin, the charges in e are:
1. Ru 1.4134
2. C -0.1464
3. Si 0.3708
4. C -0.1913
5. C -0.1544
6. N -0.1286
7. C -0.2783
8. C -0.0203
9. C -0.0376
10. C -0.0437
11. C -0.0265
12. C -0.2575
13. N -0.1447
14. Si 0.4742
15. C -0.1564
16. C -0.1629
17. C -0.1885
18. H 0.0477
19. H 0.0503
20. H 0.0459
21. H 0.0546
22. H 0.0510
23. H 0.0477
24. H 0.0220
25. H 0.0760
26. H 0.0362
27. H 0.0663
28. H 0.1360
29. H 0.1253
30. H 0.0677
31. H 0.0377
32. H 0.0189
33. H 0.0576
34. H 0.0432
35. H 0.0234
36. H 0.0509
37. H 0.0133
38. H 0.0754
39. H 0.0250
40. Br 0.8705
41. C -0.7169
42. C -0.0604
43. C 0.0015
44. C -0.2913
45. C -0.0398
46. C -0.1271
47. N -0.0592
48. C -0.0205
49. C -0.2268
50. C -0.0295
51. C -0.0803
52. C 0.0561
53. C -0.1110
54. N -0.0407
55. H 0.1038
56. H 0.1142
57. H 0.1209
58. H 0.1126
59. H 0.1526
60. H 0.2021
61. H 0.1709
62. H 0.1213
63. H 0.1157
64. Br 0.9218
65. C -0.7169
66. C -0.0574
67. C 0.0131
68. C -0.1046
69. N -0.1048
70. C -0.1667
71. H 0.0913
72. H 0.1303
73. H 0.0641
74. H 0.0975

No. 2
# C18H16N4O2S

C18H16N4O2S as an isolated structure in a non-equilibrium geometry (ωB97M-V with the def2-TZVPD basis set, OMol25).

The LUMO energy comes out at -0.21 eV. The value obtained for the energy above the lowest of the compared OMol25 structures with the same formula, charge and spin is 449.7 kcal per mole. The maximum force comes out at 18.1 eV/Å. The HOMO-LUMO gap comes out at 0.2899 Ha.

The geometry in ORCA input format:
```
! wB97M-V def2-TZVPD RIJCOSX def2/J DEFGRID3
* xyz 0 1
C -1.22 -2.73 0.87
H -1.41 -3.43 -0.02
O -1.33 -1.30 0.39
C -2.69 -0.99 0.14
C -3.86 -1.94 0.07
C -5.18 -1.32 -0.03
C -5.35 -0.03 -0.27
C -4.16 0.92 -0.62
C -2.94 0.42 -0.29
C -1.66 1.20 -0.26
N -0.88 1.31 0.69
N 0.15 2.02 0.55
C 1.45 1.56 1.22
N 2.18 2.90 1.26
N 1.48 3.72 0.39
C 0.29 3.16 0.28
S -0.92 3.69 -0.72
C -1.56 2.16 -1.31
H -2.34 2.50 -2.00
H -0.79 1.89 -1.96
C 1.73 0.45 1.92
O 1.79 -0.53 1.27
C 2.96 -0.53 0.31
C 2.95 -1.69 -0.43
C 4.04 -1.71 -1.76
C 5.13 -0.91 -1.59
C 5.01 -0.02 -0.73
C 4.01 0.47 0.16
H 3.88 1.15 0.94
H 5.81 0.87 -0.70
H 5.86 -0.92 -2.33
H 4.03 -2.76 -2.30
H 2.25 -2.43 -0.53
H 2.66 0.48 2.59
H 0.90 0.10 2.66
H -4.21 2.15 -0.71
H -6.21 0.51 -0.83
H -6.00 -1.86 0.24
H -3.82 -2.76 0.51
H -0.32 -2.68 1.05
H -1.72 -3.07 1.87
*
```

How is the electron density shared among the atoms? According to Löwdin, the charges in e are:
1. C -0.0007
2. H 0.1295
3. O -0.0991
4. C -0.1075
5. C 0.0522
6. C -0.1070
7. C -0.0884
8. C 0.0081
9. C -0.1199
10. C -0.2891
11. N 0.1675
12. N -0.0789
13. C -0.0662
14. N 0.1084
15. N 0.0168
16. C -0.7988
17. S 1.0654
18. C -0.3983
19. H 0.0982
20. H 0.0836
21. C -0.4897
22. O -0.0252
23. C -0.1468
24. C 0.0821
25. C 0.0377
26. C -0.2217
27. C -0.1721
28. C 0.0431
29. H 0.0611
30. H 0.1600
31. H 0.1051
32. H 0.1210
33. H 0.0464
34. H 0.1726
35. H 0.1809
36. H 0.1724
37. H 0.1224
38. H 0.0693
39. H -0.0055
40. H -0.0310
41. H 0.1424